1.
ORCA calculation (ωB97M-V with the def2-TZVPD basis set) on 2 unconnected molecules or ions with the total composition C9H16N at a distorted geometry.

Values from the calculation:
HOMO level: -12.1666 eV
total charge: +1

Last column: Löwdin charge in e.
Element x y z (Å)
C  2.034  2.080  -1.070  -0.0490
C  0.526  0.281  -1.876  -0.1263
C  1.524  0.639  -1.033  -0.3136
C  -0.043  -0.956  -2.026  -0.0659
C  0.641  -1.948  -1.212  -0.1015
C  2.153  -0.329  -0.282  -0.0148
C  1.719  -1.705  -0.392  -0.0496
H  0.016  0.981  -2.718  0.1702
H  -0.802  -1.407  -2.644  0.1068
H  1.204  2.683  -1.125  0.0245
H  2.608  2.355  -2.031  0.1141
H  0.347  -2.976  -1.181  0.0915
H  2.990  -0.223  0.273  0.0738
H  2.019  -2.582  0.063  0.0813
H  2.848  2.373  -0.316  0.1072
C  -1.317  -0.010  1.235  -0.1361
C  -2.418  -1.079  1.516  -0.0477
N  -1.614  1.402  1.849  0.2123
H  -0.523  -0.340  1.900  0.1225
H  -0.953  -0.118  0.314  0.0333
H  -1.850  -2.015  1.241  0.1131
H  -3.304  -0.905  0.913  0.0839
H  -1.947  2.086  1.235  0.1298
H  -2.386  1.163  2.493  0.1664
H  -0.770  1.831  2.358  0.2094
H  -2.702  -1.281  2.515  0.0643


2.
ORCA calculation (ωB97M-V with the def2-TZVPD basis set) on C2H3NO2S in the gas phase at a distorted geometry.

Values from the calculation:
HOMO level: -9.8240 eV
structure (SMILES): O=C1NOCS1

Last column: Löwdin charge in e.
Element x y z (Å)
C  0.214  -0.422  1.208  -0.7331
C  -0.019  0.929  -0.876  -0.5020
H  -0.359  -2.061  0.108  0.1541
H  -1.016  1.351  -0.802  0.0818
H  0.512  1.402  -1.719  0.1024
N  -0.470  -1.056  0.151  0.0454
O  0.338  -0.892  2.295  0.0450
O  -0.017  -0.461  -1.045  -0.1800
S  0.817  1.210  0.679  0.9864


3.
ORCA calculation (ωB97M-V with the def2-TZVPD basis set) on C3H7N3O2 in the gas phase at a distorted geometry.

Values from the calculation:
HOMO level: -9.1621 eV
structure (SMILES): CC(=O)O/N=C/NN

Last column: Löwdin charge in e.
Element x y z (Å)
C  -2.167  1.243  2.072  -0.0174
C  -2.118  0.127  1.140  -0.5459
C  0.899  0.154  -0.865  -0.1187
H  -2.158  2.177  1.599  0.0383
H  -2.942  1.287  3.081  0.1692
H  -0.867  1.174  2.238  0.1869
H  1.299  1.212  -0.471  0.1635
H  1.186  -1.776  -1.921  0.1652
H  3.493  -1.160  -2.761  0.1342
H  2.656  -1.944  -1.242  0.1097
N  -0.175  -0.572  -0.398  0.0633
N  1.482  -0.623  -2.063  -0.1804
N  2.917  -0.945  -1.754  -0.1398
O  -2.746  -0.744  0.833  0.2130
O  -0.759  0.389  0.513  -0.2411


4.
ORCA calculation (ωB97M-V with the def2-TZVPD basis set) on 3 unconnected molecules or ions with the total composition C6H12O2 at a distorted geometry.

Values from the calculation:
HOMO level: -9.0205 eV
structure (SMILES): C=CC(=C)C=C.O.O

Last column: Löwdin charge in e.
Element x y z (Å)
C  1.160  3.111  -0.143  -0.1453
C  2.037  3.882  0.485  0.0059
C  0.711  0.799  0.426  0.0549
C  0.364  2.075  0.617  -0.3470
C  -0.615  2.586  1.588  -0.1414
C  -1.872  2.138  1.527  0.0140
H  0.991  3.093  -1.193  0.0933
H  2.462  4.783  0.044  0.0554
H  2.294  3.668  1.516  0.0649
H  0.147  -0.073  0.726  0.0609
H  1.548  0.493  -0.207  0.0686
H  -0.429  3.422  2.244  0.1020
H  -2.633  2.420  2.247  0.0524
H  -2.180  1.443  0.756  0.0616
H  -3.173  -4.254  0.122  0.0390
H  -1.868  -5.073  -0.065  0.0184
O  -2.219  -4.257  0.280  -0.0576
H  0.656  -6.415  -2.732  0.0262
H  1.841  -6.033  -3.482  0.0337
O  0.958  -6.384  -3.645  -0.0599


5.
ORCA calculation (ωB97M-V with the def2-TZVPD basis set) on 2 unconnected molecules or ions with the total composition C2H7N2O2 at a distorted geometry.

Values from the calculation:
HOMO level: -14.3908 eV
total charge: +1

Last column: Löwdin charge in e.
Element x y z (Å)
C  1.516  1.133  -1.034  0.0514
C  -1.549  -1.283  2.539  -0.0575
N  0.691  -0.518  0.346  0.2847
N  0.444  0.474  -0.360  -0.2748
O  -0.695  1.040  -0.248  0.1416
O  -1.344  -0.167  2.099  -0.0721
H  1.007  1.558  -1.894  0.1178
H  2.347  0.442  -1.393  0.1500
H  1.951  1.960  -0.475  0.1296
H  -1.980  -1.409  3.524  0.0906
H  -1.153  -2.198  1.916  0.1209
H  1.691  -0.750  0.381  0.1377
H  -1.358  0.784  0.490  0.1800


6.
ORCA calculation (ωB97M-V with the def2-TZVPD basis set) on C20H13N5OS in the gas phase at a distorted geometry.

Values from the calculation:
HOMO level: -7.6606 eV
structure (SMILES): c1ccc(-c2ccnc(Nc3ccc4nc(-c5cccs5)oc4c3)n2)nc1

Last column: Löwdin charge in e.
Element x y z (Å)
N  0.190  -4.514  2.136  0.1910
N  -0.623  0.205  -2.659  0.1290
N  -0.439  2.306  -1.672  0.1783
N  -1.061  5.157  -1.763  0.1211
O  1.341  -2.798  3.007  0.1276
S  0.910  -6.599  4.435  1.0387
C  0.988  -4.108  3.118  -0.3122
C  1.774  -6.709  5.949  -0.4031
C  2.379  -5.533  6.288  -0.1718
C  2.108  -4.471  5.307  -0.0910
C  1.377  -4.938  4.242  -0.4698
C  -0.366  0.997  -1.609  -0.3894
C  -1.054  0.740  -3.773  -0.1257
C  -1.205  6.472  -1.849  -0.1569
C  -0.845  2.920  -2.802  -0.1804
C  -0.958  4.410  -2.907  -0.1781
C  -1.112  2.108  -3.919  -0.0224
C  -1.082  7.146  -3.022  -0.0796
C  -0.964  5.079  -4.158  -0.0240
C  -1.000  6.458  -4.229  -0.0554
C  -0.670  -3.209  0.167  0.0104
C  -0.727  -1.943  -0.429  -0.0189
C  0.778  -1.079  1.268  0.0504
C  0.110  -3.409  1.326  -0.2396
C  0.776  -2.322  1.882  -0.2012
C  0.007  -0.860  0.122  -0.1892
N  -0.056  0.491  -0.383  0.1245
H  1.818  -7.600  6.559  0.0662
H  3.000  -5.377  7.173  0.1016
H  2.466  -3.453  5.468  0.1171
H  -1.283  0.056  -4.581  0.1125
H  -1.353  7.069  -0.954  0.1091
H  -1.412  2.525  -4.844  0.0824
H  -1.055  8.211  -2.999  0.0956
H  -0.801  4.541  -5.071  0.0959
H  -0.942  6.954  -5.180  0.1051
H  -1.233  -4.032  -0.284  0.1164
H  -1.278  -1.853  -1.332  0.0812
H  1.336  -0.259  1.708  0.1224
H  0.161  1.223  0.265  0.1322


Values of energy relative to the best compared isomer or geometry (same formula, charge and spin), in order: 56.72; 52.46; 210.26; 78.66; 126.80; 5.54, all in kcal per mole.
Values of E, in order: -11073.923; -18541.178; -11782.195; -10508.896; -9251.274; -41283.981, all in eV.